Model w:
Entry from OMol25: a molecular structure, C11H24CsF3N4Se3Te (wB97M-V/def2-TZVPD).

Structure (XYZ):
```
47
Properties=species:S:1:pos:R:3
Cs 0.40 2.77 -0.84
C 2.07 -2.38 -0.93
C 1.38 -1.86 -2.19
N 0.29 -0.94 -1.93
C -0.94 -1.57 -1.52
C -2.10 -0.60 -1.64
N -1.99 0.57 -0.78
C -3.00 0.70 0.25
C -2.71 -0.12 1.51
C -1.69 0.51 2.46
N -0.32 0.45 2.00
C 0.34 -0.82 2.22
C 1.83 -0.73 1.94
N 2.17 -0.39 0.58
C 2.93 -1.35 -0.21
H 2.72 -3.22 -1.23
H 1.33 -2.80 -0.23
H 1.04 -2.72 -2.79
H 2.12 -1.32 -2.79
H 0.14 -0.35 -2.75
H -0.86 -1.92 -0.48
H -1.17 -2.46 -2.14
H -3.04 -1.14 -1.43
H -2.15 -0.26 -2.68
H -1.94 1.40 -1.36
H -4.00 0.44 -0.13
H -3.05 1.76 0.54
H -2.39 -1.13 1.22
H -3.65 -0.24 2.06
H -1.80 0.02 3.45
H -1.95 1.57 2.61
H 0.20 1.22 2.40
H -0.09 -1.57 1.56
H 0.19 -1.18 3.26
H 2.29 -1.70 2.20
H 2.26 0.00 2.64
H 2.54 0.54 0.49
H 3.66 -1.87 0.42
H 3.49 -0.79 -0.96
Se 4.39 0.67 -3.53
Se 2.75 2.32 -3.39
Te 0.90 1.32 -4.85
Se -1.17 2.43 -3.96
F 0.21 3.38 3.55
C -0.20 3.97 2.32
F 0.18 5.32 2.53
F -1.61 4.06 2.54
```

Summary:
- Molecular weight: 766.720 g mol⁻¹
- Net charge: -2
- Orbital gap: 4.6582 eV

***

Model x:
Entry from OMol25: a molecular structure, C11H24CsF3N4Se3Te (wB97M-V/def2-TZVPD).

Structure (XYZ):
```
47
Properties=species:S:1:pos:R:3
Cs -2.09 -1.20 -0.07
C -0.38 3.16 0.00
C -1.30 2.73 -1.15
N -1.05 1.41 -1.67
C 0.02 1.28 -2.64
C 1.26 0.55 -2.14
N 1.01 -0.84 -1.85
C 2.21 -1.59 -1.55
C 2.65 -1.57 -0.09
C 1.72 -2.33 0.86
N 0.61 -1.54 1.33
C 0.93 -0.55 2.35
C 0.81 0.89 1.87
N -0.57 1.25 1.63
C -0.78 2.66 1.39
H 0.65 2.88 -0.23
H -0.39 4.26 0.04
H -2.34 2.76 -0.80
H -1.22 3.49 -1.95
H -1.90 0.98 -2.03
H -0.36 0.74 -3.52
H 0.33 2.28 -3.00
H 2.06 0.68 -2.89
H 1.62 1.04 -1.22
H 0.49 -1.30 -2.59
H 2.01 -2.63 -1.83
H 3.05 -1.24 -2.18
H 3.64 -2.04 -0.05
H 2.79 -0.54 0.26
H 1.32 -3.20 0.33
H 2.33 -2.71 1.71
H -0.16 -2.12 1.64
H 0.27 -0.69 3.21
H 1.96 -0.71 2.72
H 1.27 1.56 2.63
H 1.38 1.02 0.94
H -1.16 0.94 2.40
H -1.84 2.88 1.53
H -0.23 3.28 2.13
Se -3.85 -0.47 -3.04
Se -3.97 -2.77 -2.44
Te -2.17 -4.12 -3.65
Se -0.40 -4.26 -1.90
F -3.70 -1.59 4.08
C -2.52 -1.21 3.40
F -1.53 -1.70 4.30
F -2.47 0.19 3.75
```

Summary:
- Molecular weight: 766.720 g mol⁻¹
- Net charge: -2
- Orbital gap: 4.5954 eV

***

Which of them is the most stable? Correct choice: model x.

***

Model w:
Entry from OMol25: a molecular structure, C28H40IrN3O7PS2Se2 (wB97M-V/def2-TZVPD).

Structure (XYZ):
```
84
Properties=species:S:1:pos:R:3
Ir -0.90 -0.23 1.25
C 6.54 0.90 -2.51
O 7.22 1.63 -1.50
C 6.88 1.35 -0.22
C 6.01 0.34 0.16
C 5.69 0.16 1.51
C 6.22 0.99 2.50
C 7.16 1.94 2.10
C 7.47 2.13 0.76
N 5.94 0.95 3.90
N 5.02 0.29 4.46
C 3.70 0.05 4.03
C 3.10 -1.05 4.66
C 1.86 -1.54 4.33
C 1.11 -0.92 3.31
O -0.01 -1.33 2.92
C 1.67 0.25 2.69
N 0.91 0.79 1.72
C 1.29 1.94 1.17
C 2.42 2.63 1.61
C 3.23 2.06 2.56
C 2.89 0.80 3.10
H 6.91 1.28 -3.46
H 5.46 1.05 -2.46
H 6.75 -0.17 -2.45
H 5.56 -0.31 -0.57
H 5.03 -0.64 1.78
H 7.63 2.55 2.86
H 8.17 2.90 0.45
H 3.71 -1.56 5.41
H 1.44 -2.42 4.80
H 0.66 2.33 0.38
H 2.67 3.59 1.18
H 4.09 2.60 2.91
O -0.87 -4.77 -1.57
C -1.65 -3.67 -1.07
C -2.69 -4.21 -0.11
C -3.65 -5.11 -0.91
O -4.78 -5.60 -0.16
C -2.04 -5.02 1.01
Se -0.89 -3.85 2.07
C -3.48 -3.05 0.50
Se -2.56 -2.19 2.02
H -0.11 -4.40 -2.02
H -2.16 -3.16 -1.89
H -1.02 -2.94 -0.56
H -3.08 -5.94 -1.32
H -4.07 -4.54 -1.73
H -4.45 -6.04 0.63
H -1.40 -5.80 0.61
H -2.79 -5.45 1.68
H -4.43 -3.42 0.88
H -3.66 -2.25 -0.23
C -2.29 -0.34 -4.50
C -2.06 1.12 -4.17
C -0.59 1.43 -3.92
O -2.94 1.50 -3.07
P -2.64 1.49 -1.48
S -1.65 3.12 -0.96
S -1.88 -0.30 -0.95
O -4.15 1.47 -0.95
C -5.29 2.28 -1.31
C -6.13 1.50 -2.31
C -4.95 3.67 -1.82
H -1.73 -0.62 -5.40
H -3.36 -0.53 -4.68
H -1.96 -0.97 -3.67
H -2.41 1.73 -5.00
H -0.22 0.83 -3.09
H -0.46 2.48 -3.67
H -0.02 1.19 -4.82
H -5.84 2.37 -0.38
H -5.57 1.36 -3.24
H -7.04 2.06 -2.53
H -6.40 0.53 -1.91
H -4.39 3.61 -2.76
H -4.34 4.21 -1.10
H -5.88 4.22 -1.99
C -1.51 2.86 3.10
O -1.99 2.07 2.03
H -0.45 3.14 2.97
H -1.60 2.26 4.01
H -2.09 3.78 3.22
H -1.91 2.58 1.20
```

Summary:
- Molecular weight: 975.887 g mol⁻¹
- Net charge: -1
- Orbital gap (spin up / spin down): 5.3656 / 5.3707 eV

***

Model x:
Entry from OMol25: a molecular structure, C28H40IrN3O7PS2Se2 (wB97M-V/def2-TZVPD).

Structure (XYZ):
```
84
Properties=species:S:1:pos:R:3
Ir 0.09 -1.31 -0.20
C 2.89 4.05 -0.12
O 4.20 3.63 0.21
C 4.33 2.85 1.33
C 3.26 2.52 2.16
C 3.47 1.68 3.24
C 4.74 1.17 3.51
C 5.81 1.58 2.73
C 5.61 2.40 1.63
N 5.04 0.28 4.60
N 4.32 -0.70 4.86
C 3.19 -1.02 4.04
C 1.98 -1.16 4.67
C 0.78 -1.28 3.96
C 0.77 -1.27 2.56
O -0.31 -1.32 1.86
C 2.05 -1.23 1.91
N 2.02 -1.28 0.54
C 3.14 -1.24 -0.14
C 4.39 -1.21 0.51
C 4.45 -1.15 1.87
C 3.26 -1.13 2.62
H 2.98 4.56 -1.08
H 2.50 4.76 0.62
H 2.21 3.20 -0.21
H 2.26 2.85 1.94
H 2.63 1.40 3.85
H 6.80 1.22 2.97
H 6.43 2.70 0.99
H 1.96 -1.12 5.75
H -0.17 -1.34 4.48
H 3.04 -1.21 -1.22
H 5.29 -1.21 -0.09
H 5.41 -1.12 2.38
O 2.74 1.06 -2.13
C 2.06 1.47 -3.30
C 0.54 1.33 -3.19
C 0.02 2.22 -4.35
O -1.38 2.19 -4.56
C 0.03 -0.09 -3.48
Se 0.80 -1.61 -2.54
C -0.05 1.91 -1.91
Se 0.18 1.11 -0.12
H 3.64 1.42 -2.16
H 2.40 0.88 -4.17
H 2.28 2.52 -3.51
H 0.54 1.92 -5.28
H 0.27 3.26 -4.15
H -1.66 1.27 -4.64
H 0.20 -0.32 -4.54
H -1.04 -0.13 -3.29
H -1.12 2.02 -2.07
H 0.35 2.92 -1.77
C -4.21 0.86 -2.55
C -4.62 0.96 -1.09
C -3.70 1.86 -0.28
O -4.76 -0.37 -0.54
P -3.69 -1.26 0.27
S -3.38 -0.64 2.08
S -2.12 -1.62 -1.00
O -4.45 -2.67 0.16
C -5.85 -2.95 0.36
C -6.59 -2.82 -0.95
C -6.49 -2.14 1.48
H -4.24 1.85 -3.00
H -4.89 0.20 -3.09
H -3.21 0.46 -2.63
H -5.64 1.36 -1.04
H -2.68 1.46 -0.24
H -4.05 1.96 0.74
H -3.67 2.84 -0.76
H -5.85 -4.00 0.66
H -6.66 -1.78 -1.25
H -7.60 -3.23 -0.85
H -6.07 -3.37 -1.74
H -6.53 -1.08 1.23
H -5.94 -2.25 2.41
H -7.51 -2.50 1.62
C 0.79 -4.50 0.53
O -0.06 -3.52 -0.03
H 0.95 -5.32 -0.17
H 0.38 -4.89 1.47
H 1.74 -4.02 0.74
H -0.99 -3.78 -0.10
```

Summary:
- Molecular weight: 975.887 g mol⁻¹
- Net charge: -1
- Orbital gap: 6.5345 eV

***

Which of them is the most stable? Correct choice: model x.